1.
Density functional theory data (the ωB97M-V functional and the def2-TZVPD basis) for the molecule C7H9N3O3 in a non-equilibrium geometry.

## Properties
Highest occupied orbital energy in eV: -8.9
SMILES: NC(=O)[C@H]1C=CC=C[C@]1(N)[N+](=O)[O-]
Energy above the lowest of the compared OMol25 structures with the same formula, charge and spin in kcal/mol: 124.9
Frontier orbital gap in eV: 9.1

Each line ends with the Löwdin charge.
Atoms and positions in Å:
N (-1.638669, -0.582029, 2.126987)  0.149
C (-1.155696, 0.306198, 1.114642)  -0.464
O (-1.498367, 1.416956, 0.766233)  0.080
C (0.127343, -0.291451, 0.565905)  -0.126
C (-0.422641, -1.386709, -0.389702)  -0.014
C (-0.275888, -1.243061, -1.691664)  -0.115
C (0.266794, -0.165345, -2.384686)  -0.069
C (1.005665, 0.722809, -1.693990)  -0.005
C (1.264596, 0.561719, -0.223533)  -0.333
N (1.566646, 1.820834, 0.456376)  0.086
N (2.610175, -0.147169, -0.010089)  -0.331
O (3.491097, 0.363571, -0.669176)  0.082
O (2.689268, -1.074481, 0.766813)  0.100
H (-1.134583, -1.402530, 2.270224)  0.062
H (-2.580766, -0.289687, 2.504887)  0.143
H (0.513772, -0.818311, 1.411626)  0.116
H (-0.852723, -2.175493, 0.185307)  0.103
H (-0.711461, -1.943996, -2.365954)  0.103
H (0.172415, -0.046425, -3.470671)  0.123
H (1.481449, 1.524424, -2.212531)  0.107
H (2.404342, 2.373661, 0.187313)  0.102
H (0.810585, 2.522211, 0.319518)  0.100

Cartesian forces (eV/Å) of the 2 atoms listed first:
-2.6 4.9 -1.8
1.9 0.1 0.9

***

2.
Density functional theory data (the ωB97M-V functional and the def2-TZVPD basis) for the molecule C7H9N3S in a non-equilibrium geometry.

## Properties
Highest occupied orbital energy in eV: -8.7
SMILES: CC(C)c1snc(N)c1C#N
Energy above the lowest of the compared OMol25 structures with the same formula, charge and spin in kcal/mol: 37.0
Frontier orbital gap in eV: 9.0

Each line ends with the Löwdin charge.
Atoms and positions in Å:
C (1.191464, 0.324077, -1.251222)  -0.019
C (0.543521, 0.958994, 0.064810)  -0.431
C (1.231315, 0.651462, 1.450362)  -0.041
C (-0.850206, 0.675003, 0.043266)  -0.495
S (-1.982824, 1.897007, -0.137175)  1.084
N (-3.194145, 0.894643, -0.197183)  -0.324
C (-2.897270, -0.373135, -0.081162)  -0.486
N (-3.925991, -1.241731, 0.045328)  0.126
C (-1.471472, -0.626110, 0.023373)  -0.168
C (-0.961595, -1.912194, 0.046371)  -0.208
N (-0.570512, -3.010402, 0.094281)  0.162
H (0.564261, 0.693499, -2.084100)  0.095
H (1.051615, -0.681885, -1.178759)  0.021
H (2.266140, 0.521762, -1.343729)  0.086
H (0.797549, 2.024395, 0.014763)  0.117
H (0.750124, -0.139775, 1.944232)  0.046
H (1.294371, 1.614603, 2.079838)  0.102
H (2.329329, 0.430691, 1.280619)  0.091
H (-3.706424, -2.244648, -0.065711)  0.114
H (-4.768972, -0.778963, -0.367894)  0.129

Cartesian forces (eV/Å) of the 2 atoms listed first:
-0.5 2.7 1.1
4.0 0.7 0.0

***

3.
Density functional theory data (the ωB97M-V functional and the def2-TZVPD basis) for a 2-piece molecular cluster, C7H9N4O2 overall in a non-equilibrium geometry.

## Properties
Highest occupied orbital energy (spin up / spin down) in eV: -9.9 / -13.5
Charge: +1
Energy above the lowest of the compared OMol25 structures with the same formula, charge and spin in kcal/mol: 117.3
2S+1: 3
Frontier orbital gap (spin up / spin down) in eV: 5.8 / 8.2

Each line ends with the Löwdin charge.
Atoms and positions in Å:
C (-2.513506, 1.467160, 1.853306)  -0.024
C (-1.184182, 1.842725, 1.634618)  -0.070
C (-2.875962, 0.135246, 1.726845)  -0.047
C (-0.161611, 0.947811, 1.541556)  -0.010
C (-1.923609, -0.779920, 1.261598)  0.031
C (-0.555282, -0.305718, 1.021210)  -0.204
C (0.424528, -1.236266, 0.668401)  -0.039
N (1.557258, 0.440903, -2.956329)  0.075
N (1.387553, -1.868340, 0.724448)  0.366
N (1.385547, -0.496558, -2.119537)  -0.333
N (0.318410, -0.979895, -1.669686)  0.146
O (2.575492, -1.153894, -1.529040)  0.020
O (2.922485, 0.386188, -3.221906)  -0.015
H (-3.254659, 2.196382, 2.215615)  0.133
H (-0.866260, 2.906569, 1.822590)  0.140
H (-3.804762, -0.210077, 1.961074)  0.086
H (0.807367, 1.367259, 1.804541)  0.137
H (-2.236738, -1.716576, 0.740144)  0.141
H (2.107534, -2.516859, 0.542977)  0.133
H (3.264499, -0.981270, -2.151124)  0.061
H (-0.534335, -0.478753, -1.926792)  0.109
H (3.160232, 1.033882, -3.944510)  0.164

Cartesian forces (eV/Å) of the 2 atoms listed first:
-0.1 0.2 0.1
-0.4 2.5 2.0

***

4.
Density functional theory data (the ωB97M-V functional and the def2-TZVPD basis) for a 2-piece molecular cluster, C7H9N5S overall in a non-equilibrium geometry.

## Properties
Highest occupied orbital energy in eV: -9.4
SMILES: Sc1nnnn1-c1ccccc1.N
Energy above the lowest of the compared OMol25 structures with the same formula, charge and spin in kcal/mol: 0.0
Frontier orbital gap in eV: 9.9

Each line ends with the Löwdin charge.
Atoms and positions in Å:
S (-1.856364, -0.959112, 1.985516)  0.852
C (-2.160753, -0.023391, 0.565796)  -0.771
N (-3.339375, 0.151632, 0.005532)  -0.001
N (-3.139008, 0.953976, -1.029473)  -0.060
N (-1.923344, 1.286552, -1.137530)  0.026
N (-1.255164, 0.693733, -0.143651)  -0.051
C (0.281349, 0.794072, -0.013329)  -0.160
C (0.867367, 2.014623, 0.235933)  -0.020
C (2.233716, 2.033522, 0.474264)  -0.073
C (2.962596, 0.855742, 0.474461)  -0.081
C (2.343577, -0.355460, 0.205541)  -0.069
C (0.982195, -0.397335, -0.042045)  -0.059
H (-0.533197, -0.778237, 1.957291)  -0.135
H (0.278491, 2.916826, 0.246847)  0.117
H (2.724396, 2.972581, 0.676572)  0.106
H (4.021491, 0.882621, 0.689828)  0.105
H (2.916380, -1.270031, 0.202262)  0.107
H (0.466066, -1.321547, -0.269764)  0.075
N (-1.262761, -2.457844, -1.146353)  0.027
H (-1.773165, -3.025338, -0.475408)  0.018
H (-0.884457, -3.088901, -1.844467)  0.026
H (-1.950043, -1.878693, -1.617814)  0.020

Cartesian forces (eV/Å) of the 2 atoms listed first:
-0.2 -0.2 0.3
0.5 0.5 -0.4

***

5.
Density functional theory data (the ωB97M-V functional and the def2-TZVPD basis) for the molecule C7H9NO in a non-equilibrium geometry.

## Properties
Highest occupied orbital energy in eV: -9.3
SMILES: C1CC12[C@@H]1N[C@@H]1[C@H]1O[C@H]12
Energy above the lowest of the compared OMol25 structures with the same formula, charge and spin in kcal/mol: 77.2
Frontier orbital gap in eV: 10.3

Each line ends with the Löwdin charge.
Atoms and positions in Å:
C (-1.989287, 0.062797, -0.008113)  -0.082
C (-1.498592, 0.400779, -1.379336)  -0.075
C (-0.520534, 0.135035, -0.254634)  -0.348
C (0.356190, -1.068575, -0.202087)  -0.176
N (0.700488, -1.473407, 1.166396)  0.087
C (1.680072, -0.676322, 0.448868)  -0.206
C (1.614312, 0.772586, 0.771794)  -0.188
O (1.440254, 1.597560, -0.398806)  0.020
C (0.294212, 1.272361, 0.363396)  -0.178
H (-2.471039, 0.893005, 0.536779)  0.112
H (-2.475163, -0.901539, 0.145750)  0.110
H (-1.509647, 1.411836, -1.803875)  0.112
H (-1.589948, -0.338896, -2.178247)  0.103
H (0.261600, -1.778334, -1.026129)  0.152
H (1.010607, -2.446056, 1.147486)  0.103
H (2.635395, -1.095058, 0.120528)  0.146
H (2.212608, 1.150536, 1.610806)  0.153
H (-0.151527, 2.081690, 0.939426)  0.156

Cartesian forces (eV/Å) of the 2 atoms listed first:
-1.0 0.7 0.3
0.7 0.1 -0.8

***

6.
Density functional theory data (the ωB97M-V functional and the def2-TZVPD basis) for the molecule C7H9NO in a non-equilibrium geometry.

## Properties
Highest occupied orbital energy (spin up / spin down) in eV: -7.7 / -8.2
Energy above the lowest of the compared OMol25 structures with the same formula, charge and spin in kcal/mol: 148.8
Frontier orbital gap (spin up / spin down) in eV: 7.7 / 8.5

Each line ends with the Löwdin charge.
Atoms and positions in Å:
C (-1.987936, 1.266675, -0.811785)  -0.257
C (-0.079685, -2.208837, -0.264724)  -0.064
C (0.338474, -1.271744, -1.439444)  -0.165
C (1.298974, 0.901979, 0.624269)  -0.084
C (0.421414, 0.526081, 1.764308)  -0.067
C (-0.471240, -0.729382, -0.374064)  -0.158
C (-0.140495, 0.474959, 0.324559)  -0.427
N (-1.070484, 1.546023, 0.043422)  0.122
O (-2.764156, 1.830929, -1.515170)  0.107
H (-0.750136, -3.008301, -0.729533)  0.116
H (0.617101, -2.553688, 0.460975)  0.074
H (1.498149, -0.976871, -1.610117)  0.143
H (-0.135727, -1.387679, -2.434739)  0.100
H (1.450909, 1.987115, 0.404932)  0.110
H (2.272724, 0.329592, 0.440412)  0.131
H (0.637825, -0.372107, 2.245642)  0.079
H (-0.186329, 1.286033, 2.341041)  0.124
H (-0.949382, 2.359225, 0.530016)  0.116

Cartesian forces (eV/Å) of the 2 atoms listed first:
-1.3 -1.4 -2.4
-1.7 0.8 -2.6